A cluster of 2 separate species, C2HFIO2 in total at a distorted geometry, computed with ωB97M-V/def2-TZVPD.

```
7
Properties=species:S:1:pos:R:3:forces:R:3
C -0.956475 -2.178406 0.172719 2.609 0.411 0.013
C 0.493868 -0.520320 0.385100 -1.539 -0.579 -0.382
O -1.935296 -1.585299 0.423667 -1.386 0.242 0.056
O -0.267627 -3.121206 -0.026128 -0.662 -0.543 -0.187
F 0.341497 -0.323996 1.736960 0.341 -0.250 1.901
I 2.597526 -0.422645 -0.066314 0.651 0.000 -0.161
H 0.109117 0.430736 0.073312 -0.013 0.719 -1.240
```
Positions in Å, forces in eV/Å.

Computed properties:
* total energy: -624.8744 Eh
* total charge: -1
* orbital gap: 6.4 eV
* HOMO level: -0.1169 Ha
* relative energy (zero: lowest compared OMol25 entry of this formula, charge and spin): 17.38 kcal/mol